[1]
{
  "formula": "C7H15NO",
  "method": "ωB97M-V/def2-TZVPD",
  "symbols": ["C", "C", "C", "C", "C", "C", "C", "N", "O", "H", "H", "H", "H", "H", "H", "H", "H", "H", "H", "H", "H", "H", "H", "H"],
  "positions_angstrom": [[0.5450, -0.2709, 0.5527], [0.0419, 0.2829, -0.6980], [0.1923, 0.4558, 1.8263], [2.3660, 0.1633, -0.0023], [0.1045, 1.7665, -0.9861], [-2.3982, -1.2833, -0.9206], [-1.8263, 0.0233, -0.4074], [0.4548, -1.6589, 0.6809], [-2.5204, 0.8622, 0.1084], [0.2274, -0.3622, -1.5514], [0.8048, -2.1923, -0.1027], [0.7685, -2.0304, 1.5649], [0.4704, 1.5046, 1.7591], [0.7094, 0.0228, 2.6820], [-0.8804, 0.3974, 2.0105], [2.6196, 1.0637, 0.5511], [2.9366, -0.6824, 0.3785], [2.6359, 0.2824, -1.0493], [1.1189, 2.1474, -1.0918], [-0.4074, 2.3311, -0.2093], [-0.4059, 1.9747, -1.9255], [-1.8179, -2.1040, -0.4958], [-3.4560, -1.3778, -0.6687], [-2.2835, -1.3160, -2.0052]],
  "forces_ev_per_a": [[4.8, 1.3, -1.2], [-5.8, -0.2, 0.1], [0.3, 0.1, -0.1], [-1.3, -0.7, 2.2], [0.2, -0.2, -0.1], [0.2, 0.1, 0.2], [1.4, 0.5, -1.1], [-0.8, -0.8, 0.1], [0.8, -0.3, -0.1], [0.2, 0.0, -0.1], [0.1, 0.1, 0.1], [0.1, 0.1, -0.1], [0.0, 0.0, 0.0], [0.1, 0.0, 0.0], [0.0, 0.0, 0.0], [0.2, 0.1, 0.0], [0.1, 0.0, 0.2], [-0.7, 0.0, -0.2], [0.1, -0.1, 0.1], [0.0, 0.0, 0.0], [-0.1, 0.0, 0.0], [-0.1, 0.0, -0.1], [0.1, 0.1, 0.0], [0.1, 0.0, 0.0]],
  "homo_ev": -7.58,
  "energy_ev": -11037.6483,
  "orbital_gap_ev": 8.47,
  "de_lowest_ev": 3.026,
  "max_force_ha_per_bohr": 0.112
}

***

[2]
{
  "formula": "C7H15NO",
  "method": "ωB97M-V/def2-TZVPD",
  "symbols": ["C", "O", "C", "C", "C", "C", "C", "C", "N", "H", "H", "H", "H", "H", "H", "H", "H", "H", "H", "H", "H", "H", "H", "H"],
  "positions_angstrom": [[2.8565, 0.4675, 0.3822], [1.9167, 0.9608, -0.5420], [0.9923, 0.0219, -1.0382], [-0.1292, -0.3953, -0.0450], [0.2377, -1.6829, 0.7011], [-1.4600, -0.5907, -0.8148], [-2.1966, 0.7302, -0.6154], [-1.7688, 1.0883, 0.8103], [-0.3750, 0.6825, 0.9197], [3.6155, 1.2425, 0.4838], [3.3255, -0.4522, 0.0138], [2.4029, 0.2788, 1.3600], [0.5413, 0.5335, -1.8937], [1.5144, -0.8746, -1.4021], [1.1829, -1.5812, 1.2244], [0.3088, -2.5142, 0.0026], [-0.5323, -1.9033, 1.4359], [-1.2914, -0.8372, -1.8619], [-2.0304, -1.4002, -0.3582], [-3.2750, 0.6370, -0.7255], [-1.8335, 1.4835, -1.3172], [-1.8905, 2.1444, 1.0504], [-2.3534, 0.5005, 1.5280], [0.2413, 1.4603, 0.7018]],
  "forces_ev_per_a": [[0.1, 0.0, 0.1], [0.0, 0.1, -0.1], [-0.3, 0.0, -0.1], [0.3, -0.4, 0.0], [0.0, 0.2, -0.2], [0.1, 0.2, 0.1], [0.1, 0.0, 0.2], [-0.3, -0.1, 0.0], [0.3, 0.4, -0.1], [0.0, -0.1, 0.1], [0.0, 0.0, 0.0], [0.0, 0.0, 0.0], [0.0, -0.1, 0.0], [0.0, 0.0, 0.0], [0.1, 0.0, 0.1], [0.0, -0.2, -0.1], [-0.1, -0.1, 0.1], [0.0, -0.1, -0.1], [0.0, -0.1, 0.0], [-0.1, 0.0, -0.1], [0.0, 0.1, 0.0], [0.0, 0.0, 0.1], [-0.1, 0.1, 0.0], [-0.1, -0.1, 0.0]],
  "smiles": "COC[C@]1(C)CCCN1",
  "homo_ev": -8.70,
  "energy_ev": -11039.3777,
  "orbital_gap_ev": 9.66,
  "de_lowest_ev": 1.297,
  "max_force_ha_per_bohr": 0.010
}

***

[3]
{
  "formula": "C7H15NO",
  "method": "ωB97M-V/def2-TZVPD",
  "symbols": ["C", "C", "C", "C", "C", "C", "C", "N", "O", "H", "H", "H", "H", "H", "H", "H", "H", "H", "H", "H", "H", "H", "H", "H"],
  "positions_angstrom": [[0.3334, -0.8537, -0.3421], [0.6905, 0.4250, 0.1799], [1.2133, 1.5026, -1.2105], [0.1026, 1.7316, -0.2324], [-1.9252, -1.4329, 1.1638], [-0.0745, -0.9646, 2.6124], [0.9100, 1.4507, -2.6704], [-0.6237, -0.8165, 1.2860], [-0.4498, -0.9330, -1.4559], [-0.0628, -1.5810, -2.0564], [1.0300, -1.6765, -0.2096], [1.5413, 0.4184, 0.8481], [2.1797, 1.9285, -0.9637], [-0.9053, 1.6738, -0.6362], [0.2164, 2.5333, 0.4943], [-2.6641, -0.9979, 1.8563], [-2.3564, -1.2789, 0.1705], [-1.8817, -2.5158, 1.3657], [0.1957, -2.0076, 2.8383], [-0.7585, -0.6169, 3.4044], [0.8212, -0.3517, 2.7604], [1.7347, 1.0107, -3.2364], [-0.0051, 0.8932, -2.8912], [0.7386, 2.4591, -3.0752]],
  "forces_ev_per_a": [[-1.5, -0.5, 3.4], [2.9, 3.0, -4.5], [-0.2, -0.4, 2.0], [0.1, -0.2, 0.4], [-0.1, -0.2, 0.0], [0.8, -0.5, -0.3], [-0.2, -0.4, -0.5], [-1.6, -0.5, -1.3], [-0.1, 0.0, 0.7], [-0.2, -0.1, 0.2], [0.1, 0.1, -0.2], [-0.4, 0.0, 0.2], [-0.2, 0.2, 0.1], [0.1, 0.0, 0.0], [-0.1, -0.1, 0.0], [0.3, 0.0, 0.1], [0.3, -0.1, 0.0], [-0.2, -0.1, 0.0], [0.0, -0.1, 0.3], [-0.2, -0.1, -0.5], [0.0, -0.1, -0.2], [-0.1, 0.0, -0.1], [0.2, 0.0, 0.1], [0.1, 0.0, 0.2]],
  "homo_ev": -7.06,
  "energy_ev": -11035.0765,
  "orbital_gap_ev": 7.65,
  "de_lowest_ev": 5.598,
  "max_force_ha_per_bohr": 0.119
}